[1]
This record from the Open Molecules 2025 dataset describes a structure of composition C23H15BrN4O4S5V in a non-equilibrium geometry. The level of theory is ωB97M-V/def2-TZVPD.

Values from the calculation:
frontier orbital gap (alpha / beta): 5.006 / 4.797 eV
spin multiplicity: 3
E_HOMO (alpha / beta): -4.789 / -4.785 eV
net charge: -1

XYZ file:
```
53
Properties=species:S:1:pos:R:3:forces:R:3
V -0.24137 0.74285 0.02189 -1.8 1.1 1.4
O -4.99463 -3.96333 -0.07170 -1.2 0.2 -0.5
C -3.91270 -4.22301 0.43177 1.2 1.1 -0.1
O -3.45955 -5.18205 1.03849 0.3 -1.0 0.5
C -2.85100 -3.03665 0.27257 -0.3 -0.8 0.4
C -1.54531 -3.19919 0.72185 0.0 0.3 -0.3
C -0.66122 -2.13922 0.62586 0.4 -0.6 0.4
N -1.02197 -0.97904 0.08175 -0.8 -1.7 0.1
C -2.26783 -0.84160 -0.41569 -0.8 -0.5 -0.3
C -3.22793 -1.83315 -0.30469 0.5 0.8 -0.1
C -2.40001 0.41331 -1.23698 -2.8 -0.9 -0.2
O -3.44519 0.80985 -1.69937 0.7 -0.2 0.2
O -1.24203 0.97243 -1.41691 0.6 1.8 -2.2
H -1.24094 -4.15174 1.12813 0.0 0.0 0.1
H 0.36960 -2.21008 0.96616 0.0 0.0 0.1
H -4.23722 -1.68127 -0.66007 0.0 -0.1 -0.1
C 3.64795 -5.19616 0.26136 -0.4 -0.1 0.3
S 1.98340 -5.43017 0.96807 0.1 0.1 -0.1
C 2.12476 -4.57993 2.49846 0.0 0.3 0.1
C 2.53592 -3.29287 2.66836 -0.3 -0.8 0.5
S 3.00377 -2.19919 1.46969 0.3 0.8 -0.5
S 2.55943 -2.74603 4.35529 -0.2 -0.6 -0.3
C 1.91949 -4.19258 5.08362 0.1 -0.1 -0.4
S 1.67010 -4.34398 6.69275 -0.1 -0.1 0.4
S 1.61241 -5.45985 3.92780 0.3 0.5 0.3
H 3.63442 -5.70655 -0.69585 0.0 -0.1 -0.1
H 4.38855 -5.63761 0.92198 0.1 0.0 0.0
H 3.82734 -4.13262 0.13123 0.1 -0.1 0.0
N 6.24546 1.61908 1.91309 -0.3 -0.1 -0.1
C 7.56927 1.89278 1.72161 0.3 0.0 -0.7
C 8.61432 2.15107 2.59467 0.1 0.0 0.2
C 9.85845 2.36670 2.03655 -0.2 0.0 0.2
C 10.05204 2.33191 0.65230 0.1 0.0 -0.2
C 9.01685 2.08203 -0.22378 0.0 0.0 0.0
C 7.75092 1.85812 0.31451 0.1 0.1 0.9
N 6.56261 1.57387 -0.29426 -0.8 -0.2 -0.2
C 5.68380 1.42292 0.67026 1.1 0.3 0.1
C 4.29104 1.10106 0.49513 -1.5 -0.3 0.2
C 3.43433 0.88688 1.58307 0.8 0.3 -0.6
C 2.10977 0.59042 1.36894 -0.4 -0.4 0.3
N 1.56488 0.54387 0.13869 4.3 -0.1 0.2
C 2.39367 0.67934 -0.91704 0.1 0.0 -0.5
C 3.72796 0.95963 -0.78789 0.2 -0.1 0.2
H 5.78147 1.54742 2.80176 0.0 0.0 -0.1
H 8.46473 2.17629 3.66409 0.0 0.0 0.1
H 10.70293 2.55696 2.68407 0.0 0.0 0.0
H 11.04906 2.49749 0.26868 0.0 0.0 -0.1
H 9.17139 2.05413 -1.29105 0.0 0.0 -0.1
H 3.79077 0.89749 2.59928 0.0 0.0 0.1
H 1.43952 0.38947 2.20110 0.2 0.1 -0.1
H 1.92252 0.55613 -1.89095 0.2 0.1 0.1
H 4.35535 1.06846 -1.65622 0.0 0.0 -0.1
Br -1.05558 1.91466 1.82656 -0.3 0.6 0.7
```
Positions in Å, forces in eV/Å.

---

[2]
This record from the Open Molecules 2025 dataset describes a structure of composition C23H15CdN2O in a non-equilibrium geometry. The level of theory is ωB97M-V/def2-TZVPD.

Values from the calculation:
frontier orbital gap: 7.031 eV
E_HOMO: -11.236 eV
net charge: +1

XYZ file:
```
42
Properties=species:S:1:pos:R:3:forces:R:3
Cd -0.47998 -1.90138 -1.69518 0.8 0.7 0.4
C 3.92052 -1.86478 -2.10438 -0.1 0.0 -0.2
C 4.30102 -1.72518 -0.78288 0.1 0.0 0.0
C 3.35842 -1.77238 0.22652 -0.3 0.0 0.1
C 1.99902 -1.91558 -0.07268 0.5 0.0 -0.4
C 1.63112 -2.03908 -1.41838 -0.6 -0.3 -0.2
C 2.57792 -2.03368 -2.42518 0.4 0.0 0.1
C 0.97552 -1.91018 1.00202 -0.2 0.0 0.0
C 1.32382 -1.88898 2.37452 -0.2 0.0 0.2
C 0.34622 -1.83988 3.32752 0.2 0.0 -0.3
C -1.00888 -1.81718 2.94492 -0.1 0.0 -0.5
C -2.07538 -1.75508 3.86172 -0.2 0.0 -0.1
C -3.36758 -1.74078 3.41372 0.1 0.0 0.2
C -3.64438 -1.80598 2.03702 0.1 0.0 -0.2
C -2.62858 -1.87578 1.12322 0.0 0.0 0.0
C -1.28588 -1.86998 1.55292 -0.4 0.0 0.7
N -0.29638 -1.91338 0.63802 0.2 0.0 -0.3
H 4.65972 -1.83568 -2.88958 0.1 0.0 -0.1
H 5.34042 -1.57978 -0.53268 0.1 0.0 0.0
H 3.69482 -1.67758 1.24632 0.0 0.0 0.1
H 2.30072 -2.16158 -3.46618 0.0 0.1 0.1
H 2.35502 -1.92078 2.67792 0.1 0.0 0.0
H 0.59332 -1.82158 4.37852 0.1 0.0 0.1
H -1.84938 -1.72318 4.91722 0.0 0.0 0.1
H -4.18708 -1.68658 4.11342 0.0 0.0 0.1
H -4.67168 -1.80588 1.70412 -0.1 0.0 0.0
H -2.82868 -1.93778 0.05522 -0.1 0.0 0.1
O -3.40538 -2.22568 -2.59808 0.4 0.3 -0.7
C -2.44788 -1.92128 -3.10688 -0.8 -0.4 0.8
N -0.71218 0.55522 -1.66328 -0.1 0.2 -0.1
C -0.56968 1.69862 -1.64678 -0.2 -1.5 0.0
C -0.44818 3.09492 -1.61348 0.1 1.4 0.1
C -0.41318 3.75382 -0.37888 0.0 -0.2 -0.2
C -0.33788 5.13242 -0.34558 0.0 0.0 0.0
C -0.29438 5.86052 -1.52648 0.0 -0.1 0.0
C -0.32158 5.20662 -2.75048 0.0 0.0 0.0
C -0.39698 3.82812 -2.80458 0.0 -0.2 0.2
H -0.44778 3.17512 0.53162 0.0 0.0 0.1
H -0.31608 5.64002 0.60622 0.0 0.0 0.1
H -0.23798 6.93862 -1.49228 0.0 0.0 0.0
H -0.28638 5.77292 -3.66788 0.0 0.1 -0.1
H -0.41828 3.30952 -3.75078 0.0 0.0 -0.1
```
Positions in Å, forces in eV/Å.

---

[3]
This record from the Open Molecules 2025 dataset describes a structure of composition C23H15F3N3O3S2 in a non-equilibrium geometry. The level of theory is ωB97M-V/def2-TZVPD.

Values from the calculation:
frontier orbital gap: 5.939 eV
E_HOMO: -4.724 eV
net charge: -1

XYZ file:
```
49
Properties=species:S:1:pos:R:3:forces:R:3
C -3.17140 1.23449 -2.30055 0.2 -0.1 0.1
C -3.02520 -0.14704 -2.17909 0.7 -0.2 0.3
C -1.80570 -0.69487 -1.72517 0.1 -0.1 0.1
C -0.69791 0.12491 -1.38153 -0.3 0.4 0.4
C 0.66178 -0.43467 -0.90931 1.4 -0.7 1.2
N 1.42900 0.16613 -0.03383 -1.3 1.0 -0.3
C 2.99253 0.02752 0.20841 -2.3 -2.1 -2.2
C 3.48474 1.19827 -0.45892 1.0 2.2 -1.8
N 3.90363 2.15458 -0.98193 -0.7 -1.9 0.9
C 0.96733 -1.81298 -1.44789 0.2 0.1 -0.4
C 0.74722 -2.21341 -2.78059 0.3 -0.4 0.2
C 1.17095 -3.48622 -3.20641 -0.1 0.6 0.2
C 1.81224 -4.35241 -2.31554 -0.1 0.1 0.2
C 1.93891 -3.99171 -0.97037 0.1 0.4 -0.1
C 1.53005 -2.71649 -0.55178 0.2 -0.6 0.1
C -0.90118 1.51102 -1.46760 0.0 0.0 -0.1
C -2.10816 2.05943 -1.94338 0.5 -0.2 0.3
H -4.11914 1.65666 -2.64050 0.3 -0.1 0.1
H -3.86651 -0.80504 -2.41789 0.4 0.2 0.1
H -1.73420 -1.78504 -1.60522 0.0 0.5 -0.1
H 3.12400 -0.94127 -0.25966 0.6 0.5 -1.4
H 0.25527 -1.53208 -3.47576 0.2 -0.2 0.2
H 1.00782 -3.79341 -4.24046 0.1 0.1 0.2
H 2.21487 -5.30413 -2.67092 -0.3 0.2 0.1
H 2.37629 -4.68224 -0.24505 -0.1 0.2 -0.3
H 1.62531 -2.39740 0.49009 -0.1 -0.3 -0.3
H -0.08717 2.15421 -1.13536 -0.1 0.0 -0.1
H -2.21734 3.14330 -1.99969 0.1 -0.3 0.0
F 3.48579 -2.45196 3.21420 0.2 1.1 -0.2
C 2.99412 -1.17610 3.18826 0.3 -0.7 1.1
F 1.65898 -1.34635 3.26911 2.6 0.5 -1.1
F 3.39493 -0.54556 4.33000 -0.2 -0.5 -1.8
S 4.32110 -0.25851 1.44163 -3.4 -0.8 3.9
N 0.44237 0.79350 2.96942 3.9 0.3 -0.9
C -0.46246 0.12592 2.20736 0.2 0.4 0.1
O -0.58418 -1.05848 1.78375 0.3 2.1 1.4
C -1.48682 1.18315 1.98692 0.1 -1.0 -1.6
C -0.97483 2.45832 2.05249 -0.7 1.3 -0.6
C -1.75519 3.53888 1.72563 -0.3 -0.4 0.0
C -3.07165 3.25516 1.34013 0.2 0.2 0.1
C -3.53864 1.95103 1.22929 -0.9 0.2 -0.2
C -2.73077 0.88224 1.52091 0.3 0.0 0.3
S 0.74794 2.40128 2.42430 -2.1 -3.4 1.5
O 1.09861 3.19390 3.58274 0.2 0.0 -0.7
O 1.48337 2.57140 1.18146 -0.1 0.2 1.2
H -1.32313 4.52793 1.79574 -0.3 0.2 -0.2
H -3.73455 4.06026 1.10601 -0.4 0.4 -0.1
H -4.54311 1.73169 0.89310 -0.2 0.4 -0.1
H -2.92990 -0.17778 1.40346 -0.5 0.2 -0.1
```
Positions in Å, forces in eV/Å.

---

E_tot, respectively: -188155.74003; -33679.91012; -64525.96392 eV.